Record 1
Molecular formula: C6H12N2
Method: DFT, ωB97M-V/def2-TZVPD

Each line ends with the natural charge from an NBO analysis.
Atoms and positions in Å:
C 2.9741 0.5918 0.0941  -0.503
C 1.7688 -0.0086 -0.1475  0.183
C 1.8399 -1.4956 -0.0679  -0.647
N 0.5979 0.7014 -0.0974  -0.590
C -0.7337 0.3744 0.0576  0.451
C -1.5856 1.6218 -0.0393  -0.687
N -1.1574 -0.8468 0.0559  -0.525
C -2.6281 -1.0641 -0.0147  -0.458
H 3.9799 0.0411 0.3298  0.209
H 3.1443 1.6840 0.0022  0.184
H 2.9318 -1.8452 0.2340  0.224
H 1.0394 -1.8273 0.6676  0.248
H 1.6535 -1.9325 -1.1250  0.225
H 0.7403 1.7516 0.1277  0.394
H -2.3644 1.4912 0.7560  0.233
H -1.0895 2.5487 0.0098  0.217
H -2.0945 1.6148 -0.9658  0.234
H -2.8573 -1.1556 1.2423  0.204
H -2.9349 -2.1545 -0.4870  0.224
H -3.2245 -0.0906 -0.6325  0.179

Forces on the atoms, in the same order (eV/Å):
C 1.2 0.4 -0.4
C 3.5 -0.3 2.2
C 0.0 -1.9 -0.6
N 0.0 3.4 0.5
C -0.3 -1.2 -1.4
C -1.4 -1.9 1.8
N -0.6 1.0 -0.7
C -0.9 0.1 1.6
H -2.4 0.8 -0.8
H -0.5 -0.6 0.3
H -2.5 0.8 -0.5
H 1.1 -0.1 -1.1
H 0.0 0.4 1.8
H 0.0 -2.7 -0.7
H 0.5 0.7 -0.6
H 0.8 1.0 0.5
H -0.7 -0.1 -1.1
H -0.4 0.4 -3.7
H 1.0 3.0 1.1
H 1.4 -3.2 2.0

The energy relative to the best compared isomer or geometry (same formula, charge and spin) is 3.2511 eV. The total energy is -9393.5987 eV. For the HOMO energy, the calculation gives -7.81 eV. The HOMO-LUMO gap is 8.59 eV. For the max |F|, the calculation gives 4.1 eV/Å. Its structure (SMILES) is C=C(C)N/C(C)=N/C.

=====

Record 2
Molecular formula: C50H34N9O9P2SSe2V
Method: DFT, ωB97M-V/def2-TZVPD

Each line ends with the Löwdin spin population.
Atoms and positions in Å:
V 0.1672 -1.3752 -1.0758  1.940
Se -0.7169 2.8684 4.4681  0.001
P -1.7953 2.7800 2.6870  0.001
C -3.4359 2.1503 2.7315  0.000
C -4.4786 3.0006 3.2568  0.000
C -5.7888 2.4230 3.4611  0.000
C -6.0196 1.0907 3.1192  0.000
C -5.0326 0.3339 2.4774  0.000
C -3.7428 0.8642 2.2822  0.000
C -1.8830 4.3083 1.8214  0.000
C -0.8275 5.1920 1.8931  0.000
C -0.9916 6.5297 1.4070  0.000
C -2.2041 6.9174 0.8807  0.000
C -3.2604 5.9919 0.7860  0.000
C -3.0345 4.6530 1.1045  0.000
C -0.7524 1.5852 1.7333  0.010
C -0.9201 1.1051 0.3636  0.015
N -0.0487 0.0027 0.3283  -0.003
N 0.5853 -0.1316 1.5457  0.022
N 0.1579 0.8144 2.3769  0.009
P -1.7917 1.4464 -1.1015  0.009
Se -1.3705 -0.2261 -2.5308  -0.046
C -3.5746 1.7663 -1.0871  0.000
C -4.0784 2.9415 -1.6770  0.001
C -5.4642 3.0986 -1.7909  0.000
C -6.3403 2.0709 -1.4396  0.001
C -5.8568 0.9447 -0.7738  0.000
C -4.4484 0.7572 -0.7098  0.000
C -0.8342 2.7264 -2.0824  -0.001
C -1.2867 3.4796 -3.1867  0.000
C -0.5711 4.5080 -3.8048  0.000
C 0.6902 4.8097 -3.3364  0.001
C 1.1738 4.1102 -2.2375  0.000
C 0.4338 3.0818 -1.6203  0.001
H -4.3041 4.0706 3.3451  0.000
H -6.6013 3.0430 3.8558  0.000
H -7.0392 0.7587 3.3092  0.000
H -5.1779 -0.7095 2.1755  0.000
H -2.9194 0.3145 1.8437  0.000
H 0.1198 4.8319 2.3546  0.000
H -0.1743 7.2643 1.4759  0.000
H -2.4735 7.8753 0.4851  0.000
H -4.2728 6.2886 0.3744  0.000
H -3.7616 3.8831 0.9065  0.000
H -3.3769 3.7172 -1.9890  0.000
H -5.8549 3.9664 -2.2618  0.000
H -7.4150 2.1699 -1.5441  0.000
H -6.4622 0.1659 -0.3245  0.000
H -4.0382 -0.2004 -0.4141  0.000
H -2.2674 3.2306 -3.5781  0.000
H -0.9714 4.9703 -4.7450  0.000
H 1.3085 5.5914 -3.8199  0.000
H 2.1033 4.4815 -1.7513  0.000
H 0.8941 2.5808 -0.7593  0.000
O 1.9654 -2.8959 -4.4705  0.007
C 1.9088 -3.1761 -3.2546  0.004
O 0.8787 -2.7700 -2.5827  0.035
C 2.9504 -4.0124 -2.6636  0.001
C 3.0178 -4.2438 -1.2658  0.000
C 4.1711 -4.7481 -0.8069  0.000
C 5.1669 -5.3388 -1.6334  0.000
C 5.0047 -5.2044 -2.9776  0.000
C 3.8982 -4.5585 -3.5128  0.000
N 6.1922 -5.3024 -3.8546  0.000
O 5.9885 -4.7580 -4.9822  0.000
O 7.2415 -5.7793 -3.4578  0.000
N 4.4120 -4.5795 0.6135  0.000
O 5.4443 -5.1517 1.0295  0.000
O 3.6527 -3.8921 1.3455  0.000
H 2.2250 -3.8815 -0.6649  0.000
H 5.9419 -5.9698 -1.2322  0.000
H 3.8406 -4.4701 -4.6126  0.000
N 9.3836 1.5623 3.9422  0.000
C 8.5244 1.0732 3.3387  0.000
C 7.4710 0.5712 2.4712  0.000
C 7.5168 0.9052 1.1048  0.000
C 6.5064 0.5737 0.2441  0.000
C 5.3522 -0.1071 0.7521  0.000
C 5.3649 -0.5982 2.0663  0.000
C 6.4176 -0.2324 2.9570  0.000
N 4.1685 -0.2549 -0.1195  0.001
C 4.0872 0.2740 -1.4052  0.001
C 2.8716 -0.1723 -1.8762  0.001
N 2.2670 -1.0432 -0.9601  -0.006
C 3.0921 -1.0190 0.0620  0.004
H 8.3477 1.5351 0.7746  0.000
H 6.4998 0.9494 -0.7832  0.000
H 4.5763 -1.2303 2.4997  0.000
H 6.3362 -0.4024 4.0428  0.000
H 4.9189 0.8007 -1.9573  0.000
H 2.4220 -0.0581 -2.8630  0.000
H 3.0481 -1.6278 0.9899  0.000
O -2.4146 -1.5014 1.2188  -0.002
C -2.0262 -2.6484 0.8528  0.003
N -0.9464 -2.7996 -0.0919  -0.012
S -0.8329 -4.4718 -0.5086  0.002
O -1.3736 -4.7705 -1.8363  0.000
O 0.3941 -5.1214 -0.1393  0.000
C -2.1715 -4.9514 0.5625  0.000
C -2.6970 -6.2744 0.7000  0.000
C -3.8684 -6.4289 1.4131  0.000
C -4.3778 -5.4129 2.1686  0.000
C -3.8542 -4.1241 1.9847  0.000
C -2.6432 -3.9046 1.2877  0.000
H -2.3680 -7.0787 0.0664  0.000
H -4.3629 -7.3993 1.3488  0.000
H -5.1912 -5.5055 2.9512  0.000
H -4.3138 -3.2873 2.5157  0.000

Forces on the atoms, in the same order (eV/Å):
V 0.8 -3.0 -1.3
Se -0.4 0.6 0.7
P 2.5 -1.3 0.5
C -2.6 0.5 0.2
C -1.0 -2.0 -0.6
C 2.2 1.2 -0.4
C 0.1 0.4 -0.3
C 0.6 -0.1 0.3
C -0.3 0.5 0.9
C -0.1 0.6 -1.4
C 0.7 1.5 0.1
C 0.9 -0.8 0.4
C -1.5 -0.9 0.0
C -0.5 -0.5 -1.0
C -0.2 0.9 0.6
C -1.2 -0.4 -2.0
C 2.2 -1.4 3.6
N -0.3 1.8 2.0
N -1.6 1.3 -1.6
N -0.4 -0.5 -1.7
P 0.7 0.2 -2.7
Se -0.4 0.0 0.4
C 0.0 0.4 -0.7
C -0.3 0.0 0.7
C 0.8 -0.9 -0.5
C 0.1 -0.2 1.4
C 1.8 -0.1 -0.5
C -0.9 0.0 0.1
C 0.1 1.5 0.6
C -1.0 -0.5 0.0
C -0.5 -0.7 -1.0
C 0.7 0.5 0.0
C 0.3 0.2 0.8
C 0.7 0.3 0.3
H 0.0 -0.3 0.5
H 0.4 -0.3 -0.1
H 0.3 -0.5 -0.2
H -0.2 0.5 0.1
H -0.5 -0.3 0.1
H -0.8 0.6 -0.2
H -0.4 -0.6 0.0
H 0.6 0.7 0.2
H 1.5 -0.3 0.4
H -0.4 0.1 0.1
H -0.5 -0.1 0.2
H -0.2 0.7 -0.3
H 0.1 0.2 -0.1
H -0.3 0.1 -0.4
H -0.1 0.0 0.4
H 0.1 0.1 -0.2
H 0.3 -0.4 1.2
H -0.5 -0.5 0.5
H -0.6 -0.7 -0.5
H -0.3 0.2 -0.3
O 0.9 -0.5 1.4
C -2.6 1.5 -3.2
O -0.2 0.5 2.2
C 0.3 -1.4 0.8
C -0.3 1.5 -2.7
C 1.0 -1.0 0.4
C -0.7 -0.1 1.2
C 0.2 0.8 0.1
C -0.2 0.3 -0.8
N -0.5 0.7 -2.5
O 1.5 -1.6 2.4
O -1.2 0.4 -0.4
N 1.4 -0.9 2.6
O -2.0 1.3 -0.3
O 1.5 -1.4 -1.9
H -0.3 0.2 0.7
H 0.5 0.6 0.2
H -0.2 0.3 1.0
N -0.9 -0.6 -0.5
C 0.4 0.4 0.1
C -0.5 -0.7 0.1
C 0.7 0.5 0.6
C -2.0 -0.2 0.1
C 0.3 -0.2 -0.2
C 0.4 0.3 0.7
C -0.2 0.8 -0.8
N 2.2 0.3 -0.3
C -0.5 0.1 -1.1
C 0.4 -0.3 -0.8
N 0.7 1.7 0.2
C 0.1 -1.5 2.4
H -0.3 -0.4 -0.1
H 0.2 -0.3 0.5
H 0.2 0.5 -0.5
H 0.1 -0.3 -0.8
H -1.5 -0.6 1.0
H 0.3 0.1 0.3
H -0.5 0.6 -1.0
O 1.0 -3.4 -1.1
C 0.6 4.1 -0.1
N -0.5 -1.0 0.5
S -2.1 -0.7 -1.5
O 1.0 0.9 1.4
O 0.1 0.8 0.2
C 0.9 -2.5 0.7
C -0.1 1.9 -1.3
C 0.6 -1.7 -0.2
C -1.0 2.4 1.2
C 0.6 0.4 1.4
C -1.9 -0.5 -0.7
H 0.4 -0.1 -0.1
H 0.2 0.2 0.4
H 0.8 -0.2 -1.5
H 0.2 -0.2 -0.1

The spin multiplicity is 3. The energy relative to the best compared isomer or geometry (same formula, charge and spin) is 1.0750 eV. The total energy is -270026.4372 eV. For the HOMO energy (spin up / spin down), the calculation gives -7.75 / -7.75 eV. The HOMO-LUMO gap (spin up / spin down) is 6.42 / 6.70 eV. For the max |F|, the calculation gives 4.4 eV/Å.

=====

Record 3
Molecular formula: C37H32ClN7O3S2Yb
Method: DFT, ωB97M-V/def2-TZVPD

Each line ends with the Löwdin spin population.
Atoms and positions in Å:
Yb 0.2397 -0.2505 -0.4361  0.999
Cl 1.1514 6.7555 1.7011  0.000
C 1.2522 5.0444 1.3803  0.000
C 2.4700 4.4883 0.9798  0.000
C 2.5398 3.1472 0.7113  0.000
C 1.4117 2.2842 0.8095  0.000
O 1.5251 1.0392 0.5545  0.000
C 0.1931 2.8769 1.2756  0.000
C -1.0029 2.1218 1.5449  0.000
N -1.3139 0.9711 1.0596  -0.001
C -2.5594 0.4041 1.3927  0.000
C -3.6400 1.1322 1.9045  0.000
C -4.7949 0.5006 2.3197  0.000
C -4.8838 -0.8812 2.2590  0.000
C -3.8758 -1.6249 1.6635  0.000
C -4.0273 -3.0628 1.4536  0.000
C -3.1590 -3.7595 0.7268  0.000
C -1.9838 -3.1055 0.0972  0.000
N -1.8184 -1.6685 0.3817  -0.001
C -2.7295 -0.9748 1.1672  0.000
C 0.1470 4.2547 1.5517  0.000
H 3.3478 5.1152 0.8987  0.000
H 3.4709 2.6891 0.4056  0.000
H -1.6879 2.6277 2.2305  0.000
H -3.5906 2.2108 1.9599  0.000
H -5.6311 1.0809 2.6854  0.000
H -5.7732 -1.3898 2.6098  0.000
H -4.8885 -3.5453 1.9009  0.000
H -3.2924 -4.8180 0.5450  0.000
H -1.0588 -3.6410 0.3477  0.000
H -0.7884 4.6967 1.8742  0.000
N -1.3851 1.9964 -1.5386  0.000
C -0.9807 1.6255 -2.8951  0.000
C -1.6543 2.4472 -4.0052  0.000
C -1.0588 2.3752 -5.4373  0.000
C -0.7100 1.0051 -6.0665  0.000
N 0.3804 0.2108 -5.5126  0.000
C 1.6836 0.4889 -5.6466  0.000
N 2.5996 -0.3916 -5.3079  0.000
N 2.0456 1.6278 -6.2891  0.000
C 0.5682 1.7341 -2.8380  0.000
O 1.1463 2.6618 -3.4108  0.000
O 1.1142 0.8045 -2.1704  -0.001
H -2.3942 1.9631 -1.4364  0.000
H -1.0679 2.9392 -1.3294  0.000
H -1.2461 0.5697 -3.0148  0.000
H -1.6053 3.4978 -3.7076  0.000
H -2.7050 2.1414 -4.0412  0.000
H -0.1701 3.0008 -5.4344  0.000
H -1.7939 2.8280 -6.1084  0.000
H -0.4565 1.1895 -7.1150  0.000
H -1.5961 0.3703 -6.0361  0.000
H 0.1642 -0.6048 -4.9574  0.000
H 2.4185 -1.1674 -4.5761  0.000
H 3.5533 -0.0653 -5.2898  0.000
H 1.4498 2.4238 -6.1203  0.000
H 3.0217 1.8624 -6.2129  0.000
S 1.1202 -2.0521 1.3433  0.000
C 2.4098 -2.8785 0.4962  0.000
C 3.3889 -3.5179 1.2695  0.000
C 4.4169 -4.2455 0.6994  0.000
C 4.4969 -4.3572 -0.6822  0.000
C 3.5445 -3.7293 -1.4681  0.000
C 2.5015 -2.9914 -0.9070  0.000
S 1.2622 -2.3351 -1.9922  -0.001
H 3.3002 -3.4368 2.3454  0.000
H 5.1456 -4.7333 1.3360  0.000
H 5.2812 -4.9473 -1.1414  0.000
H 3.5740 -3.8189 -2.5476  0.000
N -5.7716 -5.7252 -6.1021  0.000
C -5.0223 -5.2130 -5.3920  0.000
C -4.1176 -4.6023 -4.4872  0.000
C -3.7824 -3.2458 -4.5927  0.000
C -3.0151 -2.6400 -3.6286  0.000
C -2.5579 -3.3592 -2.5056  0.000
C -2.7949 -4.7470 -2.4791  0.000
C -3.5693 -5.3541 -3.4398  0.000
C -2.0451 -2.6759 -1.3666  0.002
C -1.7761 -1.3578 -1.0676  0.000
H -4.1660 -2.6718 -5.4262  0.000
H -2.7985 -1.5801 -3.6840  0.000
H -2.3662 -5.3332 -1.6771  0.000
H -3.7840 -6.4136 -3.3854  0.000

Forces on the atoms, in the same order (eV/Å):
Yb -0.2 -1.3 -0.3
Cl 0.0 0.2 0.0
C -0.1 0.0 0.1
C -0.1 -0.1 0.0
C 0.1 -0.1 -0.1
C -0.1 0.6 0.4
O 0.5 0.8 0.5
C 0.5 0.0 -0.1
C -0.2 -0.4 0.0
N 0.4 0.3 0.3
C -0.4 -0.4 0.2
C 0.1 0.0 -0.1
C -0.1 0.0 0.1
C 0.1 0.0 -0.1
C 0.0 0.2 -0.1
C 0.0 -0.3 -0.1
C -0.1 0.2 0.0
C -0.1 -0.2 -0.2
N 0.6 0.2 0.5
C -0.3 0.3 -0.1
C 0.1 -0.1 -0.1
H 0.0 0.0 0.0
H 0.0 0.0 0.0
H -0.1 0.0 -0.1
H 0.0 0.0 0.0
H 0.0 0.0 0.1
H 0.0 0.0 0.0
H 0.0 0.0 0.0
H 0.0 0.0 0.1
H 0.0 0.1 -0.1
H 0.0 0.0 0.1
N 0.0 -0.1 -0.4
C 0.4 0.3 -0.3
C 0.4 -0.2 -0.2
C 0.2 -0.3 0.6
C -0.4 0.4 0.0
N 0.8 0.2 0.5
C -1.5 0.4 -0.3
N 0.6 -1.9 1.8
N 0.1 -0.2 0.1
C -0.2 -0.3 -0.3
O 0.0 0.1 -0.4
O 0.0 0.4 -0.4
H 0.0 -0.1 0.2
H 0.0 0.0 0.0
H 0.1 0.0 0.0
H -0.1 0.0 -0.1
H 0.0 0.1 0.0
H 0.0 0.2 0.0
H 0.1 0.0 -0.1
H -0.1 -0.1 0.0
H 0.1 -0.1 -0.1
H -0.1 0.0 0.1
H -0.1 1.5 -1.2
H 0.0 0.0 0.1
H -0.1 0.0 0.1
H 0.0 0.0 0.0
S 0.0 0.0 0.0
C 0.3 -0.2 0.1
C -0.1 0.0 -0.1
C 0.1 -0.1 0.1
C 0.0 0.0 -0.1
C 0.1 -0.1 0.1
C -0.3 0.0 -0.3
S 0.3 0.2 0.0
H 0.1 0.0 0.0
H 0.0 0.0 0.0
H 0.0 0.0 0.0
H 0.0 0.0 0.0
N 0.0 0.0 0.0
C -0.3 -0.2 -0.4
C 0.5 0.1 0.5
C -0.1 -0.1 -0.1
C 0.1 -0.1 0.1
C 0.0 -0.1 -0.4
C 0.2 0.2 0.1
C -0.2 0.0 -0.2
C -0.1 0.7 0.6
C -1.1 -0.7 -0.6
H 0.0 0.0 0.0
H -0.1 0.0 0.1
H -0.1 0.0 0.0
H 0.0 0.0 0.0

The spin multiplicity is 2. The energy relative to the best compared isomer or geometry (same formula, charge and spin) is 2.3747 eV. The total energy is -121188.4729 eV. For the HOMO energy (spin up / spin down), the calculation gives -3.55 / -3.56 eV. The HOMO-LUMO gap (spin up / spin down) is 5.34 / 5.34 eV. The net charge is -1. For the max |F|, the calculation gives 2.7 eV/Å.